Record 1
Below is a molecular structure, C44H58FN11O4W, with properties calculated with ωB97M-V/def2-TZVPD.

Element x y z (Å)
1 W 0.149 -0.077 0.295
2 F 6.868 -2.462 1.068
3 C 6.326 -1.315 1.505
4 C 5.015 -1.078 1.239
5 C 4.389 0.080 1.736
6 C 3.016 0.368 1.458
7 O 2.256 -0.403 0.756
8 C 2.513 1.579 1.993
9 C 3.283 2.400 2.761
10 N 4.557 2.110 3.045
11 C 5.340 3.062 3.833
12 C 4.711 3.703 5.032
13 C 5.785 2.674 5.213
14 C 5.149 0.968 2.527
15 C 6.507 0.708 2.760
16 C 7.130 -0.422 2.261
17 N 8.483 -0.652 2.508
18 C 8.991 -0.591 3.872
19 C 10.410 -0.051 3.905
20 N 11.281 -0.897 3.014
21 C 10.729 -0.970 1.615
22 C 9.301 -1.494 1.647
23 C 1.100 1.676 1.556
24 O 0.197 1.076 2.203
25 O 0.918 1.887 0.304
26 H 4.444 -1.796 0.667
27 H 2.908 3.326 3.175
28 H 5.999 3.657 3.214
29 H 3.709 3.407 5.309
30 H 4.945 4.742 5.211
31 H 5.470 1.706 5.580
32 H 6.765 3.000 5.534
33 H 7.087 1.424 3.322
34 H 8.971 -1.589 4.333
35 H 8.366 0.051 4.487
36 H 10.825 -0.081 4.910
37 H 10.464 0.964 3.517
38 H 11.361 -1.841 3.405
39 H 12.231 -0.518 2.993
40 H 11.374 -1.624 1.032
41 H 10.774 0.039 1.210
42 H 9.296 -2.542 1.973
43 H 8.931 -1.471 0.625
44 C -2.891 -0.428 2.146
45 N -2.888 0.983 1.744
46 C -3.053 1.938 2.852
47 C -2.482 1.347 0.535
48 N -1.694 0.446 -0.197
49 C -2.200 0.051 -1.471
50 C -3.520 0.190 -1.883
51 C -3.870 -0.177 -3.171
52 C -2.904 -0.666 -4.041
53 C -1.595 -0.838 -3.621
54 C -1.244 -0.515 -2.312
55 N 0.043 -0.616 -1.724
56 C 1.059 -1.240 -2.392
57 N 0.891 -2.435 -2.965
58 C 1.612 -2.842 -4.175
59 C -0.166 -3.351 -2.551
60 N 2.246 -0.633 -2.443
61 C 3.509 -1.361 -2.501
62 C 2.380 0.822 -2.381
63 N -2.768 2.526 0.000
64 C -4.019 3.243 0.278
65 C -2.005 3.081 -1.122
66 H -3.804 -0.618 2.706
67 H -2.032 -0.643 2.784
68 H -2.869 -1.078 1.276
69 H -3.507 1.411 3.686
70 H -3.687 2.779 2.605
71 H -2.071 2.301 3.158
72 H -4.271 0.585 -1.208
73 H -4.893 -0.069 -3.505
74 H -3.174 -0.920 -5.057
75 H -0.856 -1.207 -4.320
76 H 2.105 -1.987 -4.627
77 H 0.883 -3.232 -4.886
78 H 2.343 -3.625 -3.970
79 H -0.609 -3.011 -1.621
80 H 0.268 -4.341 -2.410
81 H -0.945 -3.414 -3.312
82 H 3.354 -2.403 -2.232
83 H 4.187 -0.905 -1.778
84 H 3.972 -1.305 -3.486
85 H 3.033 1.144 -3.191
86 H 2.814 1.129 -1.429
87 H 1.411 1.295 -2.500
88 H -4.748 2.577 0.733
89 H -4.418 3.582 -0.677
90 H -3.854 4.113 0.912
91 H -1.010 2.649 -1.159
92 H -1.916 4.154 -0.968
93 H -2.525 2.899 -2.063
94 C -0.952 -6.555 1.341
95 N -0.220 -5.318 1.078
96 N -0.822 -4.092 1.140
97 C 0.118 -3.147 0.928
98 O -0.238 -1.898 0.956
99 C 1.337 -3.786 0.718
100 C 1.085 -5.149 0.835
101 C 2.021 -6.301 0.730
102 C -2.218 -3.896 1.420
103 C -2.645 -3.901 2.740
104 C -3.995 -3.720 3.007
105 C -4.891 -3.529 1.962
106 C -4.446 -3.516 0.645
107 C -3.100 -3.703 0.367
108 H -1.983 -6.433 1.021
109 H -0.923 -6.801 2.401
110 H -0.496 -7.354 0.763
111 H 2.288 -3.318 0.535
112 H 3.039 -5.942 0.604
113 H 1.773 -6.935 -0.123
114 H 1.984 -6.918 1.629
115 H -1.933 -4.053 3.542
116 H -4.349 -3.739 4.029
117 H -5.944 -3.403 2.175
118 H -5.151 -3.380 -0.165
119 H -2.742 -3.718 -0.656

The highest occupied orbital energy (spin up / spin down) is -16.22 / -16.46 eV. As for the net charge: +4. For the orbital gap (spin up / spin down), the calculation gives 6.8 / 7.1 eV. The total energy is -75662.4008 eV. As for the spin multiplicity: 3.

***

Record 2
Below is a molecular structure, C44H58HfN6O2PS2Si, with properties calculated with ωB97M-V/def2-TZVPD.

Element x y z (Å)
1 Hf 0.124 0.194 0.867
2 N -2.066 -2.706 3.742
3 C -3.190 -2.042 3.368
4 C -4.432 -2.076 3.983
5 C -5.365 -1.259 3.427
6 C -5.071 -0.493 2.284
7 C -3.858 -0.443 1.690
8 C -2.846 -1.249 2.269
9 N -1.483 -1.321 2.080
10 C -1.044 -2.194 2.965
11 C 0.331 -2.671 2.940
12 C 0.942 -3.728 3.547
13 S 2.637 -3.594 3.030
14 C 2.309 -2.209 2.101
15 N 1.092 -1.822 2.142
16 H -1.858 -3.335 4.510
17 H -4.592 -2.585 4.869
18 H -6.335 -1.224 3.830
19 H -5.903 0.155 1.941
20 H -3.674 0.148 0.791
21 H 0.617 -4.591 4.169
22 H 3.092 -1.741 1.561
23 C 2.971 -2.739 -1.215
24 P 1.174 -2.254 -0.922
25 C 0.630 -2.089 -2.728
26 C 0.352 -3.775 -0.496
27 H 3.037 -3.399 -2.050
28 H 3.610 -2.958 -0.366
29 H 3.370 -1.869 -1.695
30 H 1.084 -1.141 -3.058
31 H -0.440 -2.204 -2.857
32 H 0.986 -2.913 -3.345
33 H 0.485 -4.762 -0.992
34 H -0.723 -3.538 -0.467
35 H 0.569 -3.913 0.543
36 C 4.280 0.481 0.398
37 Si 2.858 0.934 1.601
38 C 3.137 2.814 1.887
39 C 3.479 0.182 3.183
40 C 2.533 0.243 4.182
41 C 2.674 -0.413 5.393
42 C 3.849 -1.065 5.640
43 C 4.930 -1.009 4.754
44 C 4.697 -0.440 3.523
45 H 5.315 0.807 0.716
46 H 4.087 0.810 -0.592
47 H 4.257 -0.631 0.185
48 H 4.152 3.054 2.245
49 H 2.466 3.074 2.767
50 H 2.747 3.393 1.030
51 H 1.580 0.780 3.952
52 H 1.913 -0.340 6.159
53 H 3.944 -1.478 6.659
54 H 5.882 -1.517 4.922
55 H 5.470 -0.409 2.795
56 N -1.409 -0.631 -0.567
57 C -2.368 -1.058 -1.067
58 N -3.315 -1.669 -1.677
59 C -4.304 -0.903 -2.400
60 C -4.835 -1.703 -3.571
61 O -5.348 -2.919 -3.073
62 C -4.362 -3.672 -2.436
63 C -3.822 -2.910 -1.211
64 H -3.875 0.064 -2.735
65 H -5.170 -0.713 -1.772
66 H -3.997 -1.911 -4.279
67 H -5.687 -1.219 -4.029
68 H -3.545 -3.963 -3.062
69 H -4.832 -4.628 -2.129
70 H -3.067 -3.496 -0.703
71 H -4.568 -2.735 -0.364
72 C -0.612 2.950 3.535
73 C -1.164 2.945 2.120
74 C -0.798 4.227 1.413
75 C -2.704 2.846 2.206
76 N -0.649 1.769 1.418
77 H -1.236 3.686 4.128
78 H 0.448 3.258 3.661
79 H -0.658 1.919 3.921
80 H -0.864 5.104 2.030
81 H -1.547 4.340 0.619
82 H 0.219 4.101 1.029
83 H -3.097 3.826 2.521
84 H -3.135 2.151 2.995
85 H -3.129 2.581 1.240
86 O 0.944 1.081 -1.210
87 S 0.725 2.553 -1.552
88 C -1.018 2.643 -2.230
89 C -1.397 1.976 -3.525
90 C -2.206 2.650 -4.423
91 C -2.643 1.970 -5.561
92 C -2.196 0.676 -5.756
93 C -1.429 -0.034 -4.840
94 C -1.024 0.639 -3.727
95 C 1.642 2.827 -3.084
96 C 3.062 2.517 -2.965
97 C 3.554 1.211 -3.223
98 C 4.839 0.864 -3.061
99 C 5.773 1.761 -2.510
100 C 5.365 3.077 -2.293
101 C 4.031 3.470 -2.582
102 H -1.212 3.735 -2.199
103 H -1.536 2.224 -1.378
104 H -2.528 3.677 -4.228
105 H -3.349 2.416 -6.230
106 H -2.524 0.224 -6.667
107 H -1.047 -1.027 -5.056
108 H -0.445 0.109 -2.940
109 H 1.508 3.883 -3.230
110 H 1.335 2.209 -3.945
111 H 2.793 0.491 -3.520
112 H 5.109 -0.166 -3.094
113 H 6.792 1.419 -2.250
114 H 6.021 3.858 -1.937
115 H 3.712 4.498 -2.399

The highest occupied orbital energy is -9.08 eV. As for the net charge: +1. For the orbital gap, the calculation gives 6.5 eV. The total energy is -99743.6511 eV.

***

Record 3
Below is a molecular structure, C44H58N4O6P2STi, with properties calculated with ωB97M-V/def2-TZVPD.

Element x y z (Å)
1 Ti -0.205 0.592 0.366
2 C 0.750 -0.462 -3.966
3 C -0.764 -0.256 -4.045
4 C -1.298 -0.687 -5.412
5 C -1.488 -0.973 -2.928
6 C -1.240 -2.309 -2.643
7 C -1.894 -2.964 -1.603
8 C -2.819 -2.301 -0.810
9 C -3.564 -2.981 0.301
10 C -3.071 -0.960 -1.095
11 C -2.431 -0.314 -2.138
12 H 1.268 0.227 -4.637
13 H 1.020 -1.477 -4.272
14 H 1.118 -0.301 -2.952
15 H -0.965 0.812 -3.919
16 H -1.107 -1.750 -5.578
17 H -0.812 -0.129 -6.215
18 H -2.375 -0.527 -5.486
19 H -0.522 -2.862 -3.239
20 H -1.678 -4.010 -1.410
21 H -3.447 -2.434 1.239
22 H -3.212 -4.000 0.448
23 H -4.633 -3.027 0.082
24 H -3.797 -0.414 -0.501
25 H -2.688 0.719 -2.341
26 O 1.468 2.621 -0.555
27 C 0.432 2.558 -1.193
28 O -0.199 1.411 -1.365
29 C -0.308 3.716 -1.785
30 C 0.314 4.501 -2.747
31 C -0.392 5.524 -3.360
32 C -1.706 5.774 -2.986
33 C -2.307 5.012 -1.994
34 C -1.624 3.964 -1.384
35 P -2.256 3.044 0.082
36 C -2.425 4.435 1.252
37 C -1.371 4.657 2.132
38 C -1.401 5.743 2.997
39 C -2.488 6.603 2.996
40 C -3.551 6.376 2.132
41 C -3.521 5.296 1.264
42 C -3.977 2.600 -0.302
43 C -4.511 2.568 -1.586
44 C -5.803 2.101 -1.797
45 C -6.571 1.668 -0.728
46 C -6.039 1.687 0.557
47 C -4.748 2.142 0.769
48 H 1.343 4.297 -3.013
49 H 0.080 6.129 -4.122
50 H -2.260 6.577 -3.454
51 H -3.316 5.250 -1.681
52 H -0.529 3.977 2.149
53 H -0.579 5.904 3.682
54 H -2.514 7.447 3.674
55 H -4.407 7.039 2.135
56 H -4.363 5.112 0.607
57 H -3.919 2.899 -2.431
58 H -6.207 2.075 -2.801
59 H -7.579 1.312 -0.893
60 H -6.627 1.338 1.396
61 H -4.326 2.128 1.769
62 O 0.065 1.539 2.001
63 S -1.034 0.748 2.810
64 O -2.059 1.636 3.255
65 O -0.390 -0.092 3.774
66 O -1.536 -0.091 1.594
67 N 0.938 -0.744 0.179
68 P 2.018 -1.715 0.836
69 N 1.350 -3.088 1.427
70 C 2.126 -4.325 1.618
71 C 1.880 -4.921 2.996
72 C 0.399 -5.282 3.192
73 C -0.494 -4.447 2.271
74 C 0.043 -3.034 2.114
75 N 3.109 -2.286 -0.290
76 C 4.089 -1.296 -0.769
77 C 5.273 -2.008 -1.429
78 C 4.820 -3.279 -2.158
79 C 3.384 -3.098 -2.627
80 C 2.453 -2.999 -1.420
81 N 2.900 -0.927 1.982
82 C 3.048 0.533 2.022
83 C 4.519 0.905 2.269
84 C 5.241 -0.215 3.023
85 C 4.283 -0.845 4.026
86 C 3.140 -1.560 3.289
87 H 3.182 -4.108 1.462
88 H 1.841 -5.059 0.854
89 H 2.193 -4.204 3.758
90 H 2.513 -5.802 3.115
91 H 0.117 -5.102 4.231
92 H 0.236 -6.345 3.003
93 H -1.509 -4.402 2.665
94 H -0.558 -4.905 1.279
95 H 0.137 -2.554 3.094
96 H -0.635 -2.422 1.523
97 H 4.439 -0.718 0.083
98 H 3.609 -0.594 -1.462
99 H 6.024 -2.251 -0.675
100 H 5.739 -1.316 -2.134
101 H 4.865 -4.136 -1.480
102 H 5.486 -3.500 -2.993
103 H 3.055 -3.933 -3.248
104 H 3.310 -2.199 -3.245
105 H 2.205 -4.005 -1.078
106 H 1.520 -2.497 -1.691
107 H 2.405 0.928 2.811
108 H 2.700 0.963 1.084
109 H 4.545 1.824 2.860
110 H 5.028 1.123 1.328
111 H 6.133 0.169 3.519
112 H 5.574 -0.985 2.320
113 H 3.880 -0.070 4.682
114 H 4.796 -1.564 4.665
115 H 2.224 -1.538 3.892
116 H 3.421 -2.600 3.127

The highest occupied orbital energy is -8.33 eV. For the orbital gap, the calculation gives 8.4 eV. The total energy is -117350.0648 eV.

***

Record 4
Below is 12 unconnected molecules or ions with the total composition C44H60Cl4F4O6, with properties calculated with ωB97M-V/def2-TZVPD.

Element x y z (Å)
1 F -11.348 16.660 -18.572
2 C -12.019 15.761 -19.279
3 C -11.764 14.404 -19.072
4 C -12.520 13.476 -19.877
5 C -13.521 13.908 -20.730
6 C -13.701 15.307 -20.926
7 C -12.990 16.226 -20.181
8 H -11.031 14.096 -18.341
9 H -12.353 12.412 -19.795
10 H -14.079 13.226 -21.355
11 H -14.529 15.622 -21.542
12 H -13.194 17.278 -20.311
13 F 2.695 11.740 -26.398
14 C 1.579 12.460 -26.595
15 C 1.172 12.609 -27.926
16 C 0.034 13.352 -28.191
17 C -0.746 13.835 -27.157
18 C -0.397 13.571 -25.853
19 C 0.780 12.910 -25.535
20 H 1.762 12.096 -28.671
21 H -0.358 13.564 -29.175
22 H -1.614 14.432 -27.393
23 H -1.010 13.827 -25.001
24 H 0.995 12.729 -24.492
25 F -4.538 13.974 -33.159
26 C -4.283 13.609 -34.465
27 C -3.706 14.595 -35.285
28 C -3.347 14.217 -36.560
29 C -3.639 12.919 -37.087
30 C -4.186 11.933 -36.217
31 C -4.550 12.271 -34.921
32 H -3.497 15.548 -34.823
33 H -2.820 14.873 -37.237
34 H -3.328 12.640 -38.083
35 H -4.327 10.944 -36.628
36 H -5.005 11.618 -34.191
37 F -6.625 11.200 -24.988
38 C -7.585 10.714 -25.794
39 C -8.909 10.615 -25.355
40 C -9.896 10.223 -26.243
41 C -9.564 9.952 -27.570
42 C -8.193 9.862 -28.004
43 C -7.241 10.248 -27.057
44 H -9.239 10.783 -24.340
45 H -10.941 10.145 -25.982
46 H -10.365 9.687 -28.244
47 H -7.892 9.575 -29.000
48 H -6.216 10.319 -27.390
49 C -16.093 5.460 -30.927
50 Cl -14.354 5.919 -31.309
51 Cl -17.107 5.629 -32.368
52 H -16.033 4.441 -30.544
53 H -16.392 6.148 -30.137
54 C -1.739 6.741 -24.155
55 Cl -2.179 5.111 -23.539
56 Cl -0.593 7.478 -23.026
57 H -1.209 6.645 -25.103
58 H -2.642 7.331 -24.311
59 C -9.775 2.724 -27.818
60 C -9.119 3.387 -26.621
61 O -9.602 3.373 -25.479
62 C -7.836 4.111 -26.910
63 H -10.689 2.287 -27.417
64 H -9.057 1.986 -28.176
65 H -10.039 3.435 -28.601
66 H -7.026 3.524 -26.477
67 H -7.747 5.046 -26.359
68 H -7.609 4.275 -27.964
69 C -5.442 16.290 -20.732
70 C -4.398 17.297 -21.233
71 O -4.602 17.961 -22.230
72 C -3.164 17.490 -20.399
73 H -5.574 16.514 -19.673
74 H -5.163 15.239 -20.814
75 H -6.410 16.436 -21.213
76 H -2.628 16.544 -20.336
77 H -3.405 17.874 -19.408
78 H -2.509 18.272 -20.783
79 C -11.584 16.214 -26.616
80 C -11.146 16.027 -28.095
81 O -11.922 16.058 -29.044
82 C -9.662 15.836 -28.286
83 H -10.827 16.707 -26.007
84 H -11.805 15.224 -26.216
85 H -12.514 16.783 -26.604
86 H -9.309 15.831 -29.317
87 H -9.318 14.854 -27.960
88 H -9.143 16.629 -27.747
89 C -16.130 11.652 -29.682
90 C -16.959 11.675 -28.393
91 O -16.440 11.792 -27.295
92 C -18.441 11.672 -28.398
93 H -15.700 10.660 -29.820
94 H -15.329 12.387 -29.614
95 H -16.856 11.745 -30.490
96 H -18.815 11.449 -27.399
97 H -18.768 10.877 -29.068
98 H -18.750 12.675 -28.692
99 C -15.191 3.887 -23.706
100 C -15.075 5.401 -23.839
101 O -15.801 5.949 -24.643
102 C -14.034 6.165 -22.993
103 H -16.167 3.543 -24.048
104 H -15.017 3.541 -22.687
105 H -14.420 3.379 -24.285
106 H -14.064 5.842 -21.952
107 H -14.407 7.188 -22.938
108 H -13.055 6.076 -23.463
109 C -1.835 4.435 -30.954
110 C -1.983 5.967 -31.066
111 O -2.501 6.564 -30.147
112 C -1.526 6.690 -32.336
113 H -2.672 4.010 -30.401
114 H -0.912 4.216 -30.416
115 H -1.777 3.941 -31.924
116 H -1.930 7.693 -32.470
117 H -1.816 6.090 -33.199
118 H -0.440 6.739 -32.262

The highest occupied orbital energy is -9.21 eV. The SMILES is Fc1ccccc1.Fc1ccccc1.Fc1ccccc1.Fc1ccccc1.CC(C)=O.CC(C)=O.CC(C)=O.CC(C)=O.CC(C)=O.CC(C)=O.ClCCl.ClCCl. For the orbital gap, the calculation gives 9.4 eV. The total energy is -119842.8117 eV.